## i
The molecule C4H7FN2O. Source: the Open Molecules 2025 dataset; level of theory: ωB97M-V with the def2-TZVPD basis set.

Calculated values
gap between HOMO and LUMO	10.05	eV
SMILES	FCC1=NNCCO1

ORCA input file:
```
! wB97M-V def2-TZVPD RIJCOSX def2/J DEFGRID3
* xyz 0 1
F -2.97 0.34 0.37
C -2.33 -0.56 -0.32
C -0.85 -0.20 -0.11
N -0.31 -1.32 0.15
N 1.19 -1.29 0.15
C 1.71 0.01 -0.33
C 0.88 1.23 0.20
O -0.60 1.13 -0.20
H -2.62 -1.66 -0.18
H -2.59 -0.28 -1.24
H 1.49 -1.12 1.35
H 1.91 0.01 -1.40
H 2.70 0.05 0.25
H 1.27 2.31 -0.09
H 1.11 1.35 1.39
*
```


## ii
The molecule C4H7FN2O. Source: the Open Molecules 2025 dataset; level of theory: ωB97M-V with the def2-TZVPD basis set.

Calculated values
gap between HOMO and LUMO	9.53	eV
SMILES	C/C(CF)=N/NC=O

ORCA input file:
```
! wB97M-V def2-TZVPD RIJCOSX def2/J DEFGRID3
* xyz 0 1
C -1.88 -1.14 0.14
C -0.70 -0.09 -0.02
C -1.00 1.41 0.10
F -0.01 2.22 -0.21
N 0.40 -0.81 -0.30
N 1.59 0.04 -0.22
C 2.89 -0.41 -0.19
O 3.79 0.42 0.30
H -2.38 -1.57 -0.90
H -1.37 -1.97 0.73
H -2.54 -0.50 0.77
H -1.45 1.60 0.99
H -1.84 1.27 -0.81
H 1.45 1.00 -0.05
H 3.05 -1.47 -0.33
*
```


## iii
The molecule C4H7FN2O. Source: the Open Molecules 2025 dataset; level of theory: ωB97M-V with the def2-TZVPD basis set.

Calculated values
gap between HOMO and LUMO	9.47	eV
SMILES	C=CN/C(CF)=N\O

ORCA input file:
```
! wB97M-V def2-TZVPD RIJCOSX def2/J DEFGRID3
* xyz 0 1
C -2.38 -0.71 0.48
C -1.40 -1.36 -0.12
N -0.11 -0.89 -0.41
C 0.48 0.27 0.11
C 1.92 0.20 0.56
F 2.63 -0.55 -0.32
N -0.05 1.46 0.12
O -1.29 1.54 -0.50
H -3.31 -1.19 0.68
H -2.36 0.30 0.88
H -1.53 -2.36 -0.46
H 0.56 -1.68 -0.42
H 2.39 1.22 0.69
H 1.92 -0.36 1.54
H -1.65 2.37 -0.24
*
```


Most favorable first, least favorable last: iii, ii, i